(w)
This record from the Open Molecules 2025 dataset describes a cluster of 2 separate species, C4H7O3 in total. The level of theory is ωB97M-V/def2-TZVPD.

Atoms and positions in Å:
1 C -0.90 1.76 0.44
2 O -1.15 2.66 1.38
3 C 0.44 1.33 0.19
4 C -0.88 0.25 0.87
5 C 1.31 -2.52 -1.42
6 O 1.89 -1.52 -0.81
7 O 0.56 -2.38 -2.40
8 H -1.61 1.94 -0.40
9 H -0.10 -0.31 1.50
10 H 0.72 1.10 -0.79
11 H 1.23 1.31 0.78
12 H -1.78 0.21 1.55
13 H -1.14 -0.34 0.04
14 H 1.41 -3.50 -0.92

E_HOMO: -4.35 eV
Net charge: -1

=====

(x)
This record from the Open Molecules 2025 dataset describes a cluster of 2 separate species, C4H7O3 in total. The level of theory is ωB97M-V/def2-TZVPD.

Atoms and positions in Å:
1 C 1.17 -1.85 0.95
2 C 1.15 -0.36 1.18
3 C 0.78 0.38 0.13
4 O 0.56 1.74 0.15
5 H 0.96 -2.40 1.85
6 H 0.37 -2.20 0.17
7 H 2.13 -2.14 0.58
8 H 1.41 0.05 2.16
9 H 0.59 -0.02 -0.88
10 H -0.25 1.92 -0.51
11 O -1.66 0.09 -1.43
12 C -2.21 1.22 -1.46
13 O -1.72 2.34 -1.13
14 H -3.27 1.22 -1.77

E_HOMO: -4.19 eV
Net charge: -1

=====

We find (x) to be the most stable, with the next structure 387.3 kJ/mol higher.

=====

(w)
This record from the Open Molecules 2025 dataset describes the ion C4H7O3 with charge -1. The level of theory is ωB97M-V/def2-TZVPD.

Atoms and positions in Å:
1 O -1.65 1.75 1.91
2 C -0.51 1.43 1.74
3 O 0.57 1.96 2.05
4 C -0.41 -0.07 1.08
5 C 0.08 0.09 -0.35
6 C 0.66 -1.05 -1.09
7 O 0.64 -0.88 -2.52
8 H 0.26 -0.70 1.77
9 H -1.37 -0.49 1.16
10 H -0.75 0.54 -0.93
11 H 0.87 0.90 -0.23
12 H 1.67 -1.23 -0.69
13 H 0.04 -1.98 -1.10
14 H -0.10 -0.28 -2.80

E_HOMO: -3.79 eV
Net charge: -1

=====

(x)
This record from the Open Molecules 2025 dataset describes a cluster of 2 separate species, C4H7O3 in total. The level of theory is ωB97M-V/def2-TZVPD.

Atoms and positions in Å:
1 C 0.64 -1.32 -0.53
2 C -0.08 -0.29 -1.00
3 O -1.31 0.03 -0.56
4 C 0.42 0.59 -2.09
5 H 1.67 -1.51 -0.78
6 H 0.18 -1.99 0.20
7 H -1.26 0.06 0.46
8 H 1.44 0.39 -2.42
9 H -0.24 0.45 -2.95
10 H 0.30 1.65 -1.85
11 O -0.58 0.98 4.01
12 C -0.45 0.49 2.89
13 O -1.26 0.48 1.93
14 H 0.53 -0.02 2.68

E_HOMO: -4.63 eV
Net charge: -1

=====

We find (x) to be the most stable, with the next structure 59.8 kJ/mol higher.

=====

(w)
This record from the Open Molecules 2025 dataset describes an isolated molecule of C2H7N3. The level of theory is ωB97M-V/def2-TZVPD.

Atoms and positions in Å:
1 H 0.77 -1.81 0.29
2 N 1.10 -0.87 0.54
3 C 0.38 0.08 0.13
4 C 0.86 1.50 0.16
5 N -0.82 -0.14 -0.60
6 N -1.42 -1.36 -0.31
7 H 0.35 2.08 -0.67
8 H 0.54 1.97 1.24
9 H 2.00 1.62 0.01
10 H -1.52 0.62 -0.85
11 H -0.73 -2.13 -0.68
12 H -1.52 -1.55 0.74

E_HOMO: -9.32 eV

=====

(x)
This record from the Open Molecules 2025 dataset describes an isolated molecule of C2H7N3. The level of theory is ωB97M-V/def2-TZVPD.

Atoms and positions in Å:
1 H 2.79 0.93 0.20
2 N 2.29 0.09 -0.12
3 C 1.08 0.29 0.16
4 N 0.11 -0.59 -0.26
5 N -1.14 -0.56 0.34
6 C -1.94 0.52 -0.22
7 H 0.68 1.16 0.75
8 H 0.48 -1.46 -0.54
9 H -1.13 -0.48 1.35
10 H -2.95 0.59 0.28
11 H -2.12 0.31 -1.25
12 H -1.43 1.52 -0.17

E_HOMO: -9.28 eV

=====

We find (x) to be the most stable, with the next structure 22.6 kJ/mol higher.

=====

(w)
This record from the Open Molecules 2025 dataset describes a structure of composition C2H7N3. The level of theory is ωB97M-V/def2-TZVPD.

Atoms and positions in Å:
1 C 0.31 0.99 0.05
2 N -0.72 -0.42 0.72
3 C 1.36 0.16 -0.34
4 N -1.84 -0.90 -0.03
5 N 2.21 -0.70 -0.40
6 H -1.04 -0.31 1.68
7 H -1.51 -1.53 -0.75
8 H -2.32 -0.13 -0.50
9 H 1.96 -1.63 -0.07
10 H -0.38 1.32 -0.72
11 H 0.42 1.54 0.97
12 H 1.56 1.60 -0.62

E_HOMO: -7.51 eV

=====

(x)
This record from the Open Molecules 2025 dataset describes a cluster of 2 separate species, C2H7N3 in total. The level of theory is ωB97M-V/def2-TZVPD.

Atoms and positions in Å:
1 C -1.31 0.78 0.65
2 N -1.10 -0.94 -0.79
3 N 1.83 0.65 0.13
4 C 0.19 -0.90 -0.57
5 N 0.60 0.03 0.28
6 H -1.44 -1.85 -1.10
7 H 2.47 0.37 0.87
8 H 2.26 0.53 -0.78
9 H 0.91 -1.53 -1.09
10 H -2.26 0.80 0.14
11 H -0.83 1.75 0.63
12 H -1.33 0.31 1.63

E_HOMO (alpha / beta): -8.08 / -8.08 eV

=====

(y)
This record from the Open Molecules 2025 dataset describes an isolated molecule of C2H7N3. The level of theory is ωB97M-V/def2-TZVPD.

Atoms and positions in Å:
1 C 2.22 0.01 -0.01
2 N 0.80 -0.35 0.08
3 N 0.18 0.76 0.13
4 N -1.13 0.72 -0.05
5 C -1.92 -0.49 -0.03
6 H 2.72 -0.39 0.87
7 H 2.44 1.08 -0.11
8 H 2.60 -0.52 -0.89
9 H -1.58 1.60 0.13
10 H -1.30 -1.29 -0.42
11 H -2.79 -0.36 -0.68
12 H -2.25 -0.75 0.98

E_HOMO: -8.86 eV

=====

We find (y) to be the most stable, with the next structure 242.2 kJ/mol higher.

=====

(w)
This record from the Open Molecules 2025 dataset describes a structure of composition C4H4ErO. The level of theory is ωB97M-V/def2-TZVPD.

Atoms and positions in Å:
1 C 0.38 1.37 -2.44
2 C -0.22 1.23 -1.33
3 H -1.01 1.81 -0.86
4 H 1.14 1.04 -3.14
5 C 0.16 -0.24 0.12
6 C -0.50 -0.34 1.28
7 O -0.38 -1.30 2.18
8 Er 0.78 -3.04 2.95
9 H 0.94 -0.91 -0.26
10 H -1.30 0.38 1.49

E_HOMO (alpha / beta): -15.90 / -16.79 eV
Net charge: +2
⟨S²⟩: 6.0556
Spin multiplicity: 5

=====

(x)
This record from the Open Molecules 2025 dataset describes a structure of composition C4H4ErO. The level of theory is ωB97M-V/def2-TZVPD.

Atoms and positions in Å:
1 H 1.12 0.50 1.04
2 C -0.31 1.56 -1.90
3 C -0.89 0.64 -1.33
4 H -0.02 2.19 -2.72
5 C -1.06 -0.22 -0.20
6 C -0.02 -0.93 0.29
7 O 0.79 -0.47 1.28
8 Er 1.77 -1.68 3.39
9 H -1.87 0.04 0.49
10 H 0.50 -1.65 -0.34

E_HOMO (alpha / beta): -14.35 / -16.80 eV
Net charge: +2
⟨S²⟩: 6.0295
Spin multiplicity: 5

=====

We find (w) to be the most stable, with the next structure 74.8 kJ/mol higher.

=====

(w)
This record from the Open Molecules 2025 dataset describes an isolated molecule of C5H5NO2. The level of theory is ωB97M-V/def2-TZVPD.

Atoms and positions in Å:
1 C -1.55 1.80 0.56
2 C -1.93 0.85 -0.39
3 O -1.01 -0.10 -0.49
4 C -0.02 0.07 0.31
5 C 1.22 -0.67 0.46
6 C 1.71 -1.50 -0.67
7 O 1.16 -2.07 0.48
8 N -0.41 1.59 1.16
9 H -2.15 2.66 0.81
10 H -2.80 0.78 -1.01
11 H 1.92 -0.22 1.15
12 H 1.10 -1.56 -1.56
13 H 2.77 -1.63 -0.81

E_HOMO (alpha / beta): -8.21 / -8.21 eV

=====

(x)
This record from the Open Molecules 2025 dataset describes an isolated molecule of C5H5NO2. The level of theory is ωB97M-V/def2-TZVPD.

Atoms and positions in Å:
1 C 0.76 -1.51 0.12
2 C -0.01 -0.23 0.14
3 C -1.29 -0.18 0.37
4 N -2.44 -0.14 0.60
5 C 0.73 1.04 0.21
6 O 1.52 1.54 -0.90
7 C 0.33 2.12 -0.67
8 O -0.61 2.34 -1.40
9 H 1.43 -1.56 0.99
10 H 0.09 -2.38 0.17
11 H 1.36 -1.59 -0.79
12 H -2.97 -0.76 -0.03
13 H 1.11 1.30 1.19

E_HOMO: -8.83 eV

=====

We find (x) to be the most stable, with the next structure 54.7 kJ/mol higher.

=====

(w)
This record from the Open Molecules 2025 dataset describes an isolated molecule of C5H5NO2. The level of theory is ωB97M-V/def2-TZVPD.

Atoms and positions in Å:
1 O 2.30 1.74 -0.38
2 N 2.44 0.67 0.19
3 O 3.59 0.12 0.20
4 C 1.39 0.40 1.36
5 C 0.14 0.11 0.94
6 C -0.86 -0.35 0.24
7 C -1.68 -1.29 -0.47
8 C -1.63 0.10 -1.00
9 H 1.48 0.91 2.33
10 H -1.18 -1.99 -1.04
11 H -2.54 -1.69 0.19
12 H -2.54 0.78 -0.83
13 H -0.92 0.51 -1.75

E_HOMO: -9.62 eV

=====

(x)
This record from the Open Molecules 2025 dataset describes an isolated molecule of C5H5NO2. The level of theory is ωB97M-V/def2-TZVPD.

Atoms and positions in Å:
1 C 2.42 0.25 0.19
2 C 1.12 0.22 0.39
3 C -0.20 0.71 0.16
4 C -1.06 1.70 -0.03
5 N 0.05 -0.58 0.75
6 C -0.75 -1.34 -0.30
7 O -0.24 -2.03 -1.13
8 O -2.02 -1.48 0.13
9 H 3.02 -0.64 0.32
10 H 2.92 1.16 -0.07
11 H -0.70 2.71 -0.15
12 H -2.12 1.55 0.06
13 H -2.42 -2.24 -0.31

E_HOMO: -9.57 eV

=====

We find (x) to be the most stable, with the next structure 378.4 kJ/mol higher.